Entry from OMol25: a structure of composition C5H11NO2S in a non-equilibrium geometry (the ωB97M-V functional and the def2-TZVPD basis).

Properties
E_tot, hartree: -800.3527
Net charge: 0
F_max, eV/Å: 6.21
Relative energy (zero: lowest compared OMol25 entry of this formula, charge and spin), kJ/mol: 538.2
LUMO, eV: 0.37

Each line ends with the Mulliken charge.
Element x y z (Å)
C (1.04, -0.24, -0.46)  0.61
C (2.26, 0.63, -0.20)  0.19
C (0.11, 0.01, 0.75)  -1.36
C (-1.32, -0.60, 0.79)  -1.00
C (-2.39, 1.48, -0.39)  -0.61
H (0.62, -2.15, 0.35)  0.27
H (0.88, -1.86, -1.47)  0.34
H (0.36, -0.08, -1.32)  0.48
H (0.63, -0.47, 1.70)  0.38
H (0.16, 1.05, 0.84)  0.64
H (-1.89, -0.46, 1.64)  0.56
H (-1.18, -1.64, 0.79)  0.39
H (-1.98, 1.49, 0.93)  0.19
H (-3.74, 1.94, -0.61)  0.29
H (-1.57, 2.05, -1.30)  0.21
H (3.25, -1.12, -0.34)  0.42
N (1.33, -1.59, -0.53)  -0.76
O (2.28, 1.87, -0.11)  -0.59
O (3.44, -0.05, -0.40)  -0.56
S (-2.30, -0.27, -0.66)  -0.09

Entry from OMol25: the molecule C5H11NO3 in a non-equilibrium geometry (the ωB97M-V functional and the def2-TZVPD basis).

Properties
Structure (SMILES): CO/C(C)=C(\N)C(O)O
E_tot, hartree: -477.5442
Net charge: 0
F_max, eV/Å: 2.32
Relative energy (zero: lowest compared OMol25 entry of this formula, charge and spin), kJ/mol: 213.5
LUMO, eV: 0.77

Each line ends with the Mulliken charge.
Element x y z (Å)
C (-2.52, 0.41, 0.68)  -0.69
O (-1.79, 0.72, -0.49)  -0.45
C (-0.35, 0.62, -0.26)  0.69
C (0.22, 1.90, 0.25)  -1.43
C (0.24, -0.49, -0.71)  0.22
N (-0.43, -1.57, -1.27)  -0.59
C (1.79, -0.72, -0.45)  0.01
O (2.46, 0.15, 0.42)  -0.53
O (1.95, -2.02, 0.10)  -0.57
H (-3.52, 0.85, 0.59)  0.25
H (-2.07, 0.83, 1.59)  0.28
H (-2.63, -0.67, 0.79)  0.26
H (1.09, 2.21, -0.34)  0.35
H (-0.51, 2.72, 0.18)  0.40
H (0.49, 1.81, 1.31)  0.31
H (-0.10, -2.45, -0.87)  0.22
H (-1.44, -1.45, -1.26)  0.26
H (2.28, -0.69, -1.43)  0.34
H (1.96, 0.11, 1.24)  0.32
H (2.88, -2.25, -0.06)  0.33

Entry from OMol25: the molecule C5H11NO3 in a non-equilibrium geometry (the ωB97M-V functional and the def2-TZVPD basis).

Properties
Structure (SMILES): CC(C)(CN)OC(=O)O
E_tot, hartree: -477.5317
Net charge: 0
F_max, eV/Å: 3.81
Relative energy (zero: lowest compared OMol25 entry of this formula, charge and spin), kJ/mol: 246.4
LUMO, eV: 0.62

Each line ends with the Mulliken charge.
Element x y z (Å)
C (-1.24, -0.26, -1.15)  -1.69
C (-0.63, 0.22, 0.16)  1.51
C (-1.55, -0.02, 1.35)  -1.62
C (0.91, -0.73, 0.49)  -0.87
N (1.09, -1.99, -0.17)  -0.57
O (-0.30, 1.57, 0.08)  -0.40
C (1.07, 1.51, -0.44)  0.54
O (1.45, 1.14, -1.53)  -0.50
O (1.78, 2.33, 0.37)  -0.43
H (-0.49, -0.49, -1.91)  0.36
H (-1.85, 0.55, -1.59)  0.38
H (-1.86, -1.14, -1.02)  0.37
H (-2.42, 0.63, 1.27)  0.40
H (-1.88, -1.06, 1.40)  0.35
H (-1.04, 0.24, 2.28)  0.42
H (1.92, -0.32, 0.58)  0.45
H (0.73, -0.93, 1.55)  0.38
H (1.87, -1.91, -0.83)  0.27
H (0.27, -2.34, -0.65)  0.26
H (2.15, 3.00, -0.24)  0.38

Entry from OMol25: a structure of composition C5H11NO3 in a non-equilibrium geometry (the ωB97M-V functional and the def2-TZVPD basis).

Properties
E_tot, hartree: -477.5235
Net charge: 0
F_max, eV/Å: 4.78
Relative energy (zero: lowest compared OMol25 entry of this formula, charge and spin), kJ/mol: 267.8
LUMO, eV: 0.64

Each line ends with the Mulliken charge.
Element x y z (Å)
C (-0.04, 0.49, -1.23)  1.19
C (0.80, -1.76, 0.71)  -0.92
C (0.18, -0.21, 2.49)  -1.07
C (-0.28, 1.84, -1.85)  -1.39
N (0.33, -0.43, 1.07)  0.01
C (-0.47, 0.35, 0.24)  0.36
O (1.02, -0.20, -1.71)  -0.48
O (-1.32, -0.61, -1.16)  -0.63
O (-1.14, 1.29, 0.70)  -0.75
H (0.90, -0.35, -2.66)  0.37
H (-2.17, -0.16, -1.06)  0.34
H (1.50, -2.11, 1.47)  0.36
H (-0.03, -2.47, 0.66)  0.29
H (-0.29, 0.75, 2.68)  0.35
H (1.34, -1.78, -0.22)  0.27
H (1.16, -0.22, 2.97)  0.34
H (-0.44, -0.99, 2.95)  0.34
H (0.66, 2.29, -2.17)  0.35
H (-0.96, 1.72, -2.69)  0.34
H (-0.75, 2.57, -1.20)  0.33

Entry from OMol25: a structure of composition C5H11NO4 in a non-equilibrium geometry (the ωB97M-V functional and the def2-TZVPD basis).

Properties
E_tot, hartree: -552.7825
Net charge: 0
F_max, eV/Å: 2.11
Relative energy (zero: lowest compared OMol25 entry of this formula, charge and spin), kJ/mol: 253.0
LUMO, eV: 0.66

Each line ends with the Mulliken charge.
Element x y z (Å)
C (2.23, 1.27, 0.43)  -0.61
C (-0.49, 0.98, -0.42)  0.59
O (1.46, 0.65, -0.58)  -0.62
O (-0.77, 1.46, -1.66)  -0.46
O (-0.71, 1.58, 0.60)  -0.60
H (-0.86, 2.41, -1.57)  0.38
H (1.59, 1.67, 1.22)  0.28
H (2.95, 0.56, 0.87)  0.25
H (2.80, 2.10, -0.01)  0.22
C (-0.96, -1.15, -1.78)  -0.94
C (-0.46, -0.89, 1.99)  -1.03
N (-0.50, -0.59, -0.50)  -0.18
C (-1.03, -1.28, 0.66)  0.75
O (-1.85, -2.15, 0.52)  -0.54
H (0.82, -0.41, -0.46)  0.59
H (-0.32, -0.76, -2.57)  0.33
H (-0.89, -2.23, -1.73)  0.37
H (-2.00, -0.88, -1.98)  0.33
H (0.61, -0.70, 1.94)  0.25
H (-0.67, -1.68, 2.70)  0.37
H (-0.94, 0.03, 2.33)  0.27

Entry from OMol25: a structure of composition C5H11NO4S in a non-equilibrium geometry (the ωB97M-V functional and the def2-TZVPD basis).

Properties
E_tot, hartree: -950.8212
Net charge: 0
F_max, eV/Å: 6.98
Relative energy (zero: lowest compared OMol25 entry of this formula, charge and spin), kJ/mol: 631.2
LUMO, eV: -0.56

Each line ends with the Mulliken charge.
Element x y z (Å)
C (1.82, -1.26, 1.99)  -0.99
C (0.90, -1.37, 0.74)  0.76
C (-1.46, -1.18, -0.11)  -0.81
C (-1.78, 0.11, -0.88)  -0.55
C (-0.42, 0.54, -1.44)  -0.52
H (2.53, -0.38, 1.84)  0.22
H (1.22, -0.83, 2.87)  0.26
H (2.51, -2.21, 2.06)  0.30
H (-0.79, -0.74, 2.18)  0.31
H (-2.48, -1.50, 0.04)  0.42
H (-1.16, -2.01, -0.83)  0.31
H (-2.14, 1.03, -0.26)  0.33
H (-2.51, 0.06, -1.76)  0.36
H (0.31, -0.32, -1.32)  0.24
H (-0.62, 0.72, -2.64)  0.43
H (1.13, 3.90, -1.08)  0.46
N (-0.41, -0.87, 0.95)  -0.27
O (1.21, -1.87, -0.31)  -0.60
O (0.67, 2.81, -1.93)  -0.59
O (1.63, 1.38, 0.03)  -0.54
O (-0.54, 2.28, 0.40)  -0.60
S (0.38, 1.73, -0.57)  1.09